# CH2P2S3

CH2P2S3 as an isolated structure at a distorted geometry (wB97M-V/def2-TZVPD, the Open Molecules 2025 dataset).

```
! wB97M-V def2-TZVPD RIJCOSX def2/J DEFGRID3
* xyz 0 1
C 0.8852 -0.6768 -0.0385
P 1.1871 -1.2254 1.6901
P 2.2564 -0.0604 -0.7187
S 3.0622 -0.0760 1.2578
S -0.0009 0.2323 2.7277
S -0.3544 1.9055 1.5206
H -0.1293 -0.9160 -0.4824
H 0.1194 1.5081 0.2104
*
```

Summary:
- Energy relative to the best compared isomer or geometry (same formula, charge and spin): 1.606 eV
- F_max: 3.090 eV/Å
- Calculated total energy: -1916.5541 a.u.
- Highest occupied orbital energy: -8.60 eV

natural (NBO) atomic charge list, values in e, 4 entries: -1.091 0.687 0.706 -0.387

# CH2S3

CH2S3 as an isolated structure at a distorted geometry (wB97M-V/def2-TZVPD, the Open Molecules 2025 dataset).

```
! wB97M-V def2-TZVPD RIJCOSX def2/J DEFGRID3
* xyz 0 1
C 0.0158 0.1629 -0.1872
H 2.5827 0.3725 -0.9477
H -2.0875 -0.0496 1.0756
S 1.6490 -0.6236 0.1208
S -1.3459 -1.1386 -0.0748
S -0.3400 1.6810 0.0161
*
```

Summary:
- Energy relative to the best compared isomer or geometry (same formula, charge and spin): 3.241 eV
- F_max: 4.479 eV/Å
- Calculated total energy: -1233.7334 a.u.
- Highest occupied orbital energy: -8.91 eV

natural (NBO) atomic charge list, values in e, 4 entries: -0.505 0.181 0.193 0.024

# CH2S3

CH2S3 as an isolated structure at a distorted geometry (wB97M-V/def2-TZVPD, the Open Molecules 2025 dataset).

```
! wB97M-V def2-TZVPD RIJCOSX def2/J DEFGRID3
* xyz 0 1
C 0.6950 0.0061 0.0290
S 0.7589 -1.7721 -0.3836
S -1.1259 -0.1096 0.5242
S -2.4865 0.9153 -0.4249
H 1.1899 0.1395 0.9368
H 0.9685 0.8209 -0.6815
*
```

Summary:
- Energy relative to the best compared isomer or geometry (same formula, charge and spin): 1.751 eV
- F_max: 1.789 eV/Å
- Calculated total energy: -1233.7881 a.u.
- Highest occupied orbital energy (alpha / beta): -9.34 / -9.04 eV

natural (NBO) atomic charge list, values in e, 4 entries: -0.676 0.030 0.325 -0.140

# CH32CdO19

CH32CdO19 as an isolated structure at a distorted geometry (wB97M-V/def2-TZVPD, the Open Molecules 2025 dataset).

```
! wB97M-V def2-TZVPD RIJCOSX def2/J DEFGRID3
* xyz 0 1
Cd 0.3178 -1.8520 1.7446
C 0.0843 0.0886 -0.0014
O 1.2780 -0.5212 0.2225
O -0.1609 0.4634 -1.2213
O -0.7816 0.0038 0.9375
O 3.0991 -2.6419 -2.2799
H 3.4572 -1.9082 -2.7607
H 2.9535 -2.2762 -1.3813
O 2.5379 1.6926 1.0577
H 3.0229 1.5958 1.8626
H 2.2302 0.8212 0.8158
O 2.2885 1.3027 -2.3731
H 2.5030 0.5240 -2.8966
H 1.5488 0.8382 -1.8641
O -1.7802 3.1606 -2.5143
H -1.5274 2.3848 -3.0086
H -1.6334 2.9000 -1.5887
O -0.0767 -2.1144 -2.1509
H -0.9139 -2.3864 -2.5134
H -0.1630 -1.2022 -1.9133
O -1.3453 -1.4753 3.4313
H -2.2282 -1.6900 3.6120
H -1.1514 -1.1324 4.2657
O 0.8179 -3.2447 0.0638
H 0.6469 -2.8532 -0.7807
H 1.2608 -4.0474 -0.2261
O 0.1181 2.3306 2.1616
H -0.0775 1.3908 2.0180
H 0.9855 2.3964 1.7279
O -2.1532 -2.6086 0.8216
H -2.7974 -3.2864 1.0616
H -1.9429 -2.9734 0.0065
O 1.1139 -0.2160 3.2422
H 1.4304 0.6113 3.6393
H 1.8010 -0.7434 3.5914
O -2.0634 2.4217 0.0279
H -1.3960 1.7713 0.2538
H -2.5080 2.7620 0.7854
O -2.6893 -0.0647 -1.1816
H -3.0685 0.7807 -0.9237
H -1.7685 0.0193 -0.9270
O 3.6911 -1.0256 -0.0823
H 3.9479 -0.2268 -0.5943
H 2.7211 -0.8600 0.0269
O 0.5292 3.0003 -0.7022
H 0.1500 3.1148 0.1642
H 0.2940 2.0896 -0.8837
O -3.0233 0.6627 2.2664
H -3.1390 0.0050 3.0162
H -2.3456 0.2137 1.7496
O -1.2051 0.8122 -3.6072
H -0.7539 0.5883 -2.7683
H -2.1353 0.6042 -3.4291
*
```

Summary:
- Energy relative to the best compared isomer or geometry (same formula, charge and spin): 2.160 eV
- F_max: 3.602 eV/Å
- Calculated total energy: -1654.5377 a.u.
- Highest occupied orbital energy: -8.31 eV

natural (NBO) atomic charge list, values in e, 4 entries: 1.792 0.998 -0.980 -0.846

# CH32NO17

A 16-piece molecular cluster, CH32NO17 overall at a distorted geometry (wB97M-V/def2-TZVPD, the Open Molecules 2025 dataset).

```
! wB97M-V def2-TZVPD RIJCOSX def2/J DEFGRID3
* xyz -1 1
N -0.7830 0.0947 0.8043
C -0.8497 0.4209 -0.6505
O -1.9015 0.8866 -1.0501
O 0.1976 0.2020 -1.2955
H -0.1961 -0.7198 1.0208
H -1.8447 0.0443 1.2394
H 2.5813 1.4539 -1.2089
H 1.2058 1.1563 -1.8294
O 2.0764 1.6846 -1.9986
H 1.2917 4.2658 -0.8018
H 1.2755 3.2082 -1.8523
O 0.7474 3.8832 -1.5212
H -0.3471 1.8155 1.6739
H -0.7173 2.9117 0.7526
O -0.4250 2.7559 1.5921
H 3.3353 0.0129 3.0041
H 2.4363 0.9741 2.2006
O 2.6420 0.6593 3.0247
H 2.0421 -1.7874 0.4830
H 1.7309 -3.1371 1.1734
O 1.7235 -2.2089 1.2938
H -3.4047 -0.3751 2.4819
H -3.3501 0.5000 1.3594
O -3.8866 0.3513 2.1314
H 1.0155 -1.1963 2.7570
H 0.8748 -0.3318 4.0771
O 0.4391 -0.7757 3.4225
H 2.6708 3.0691 1.1418
H 1.1110 3.3411 1.2644
O 1.9388 3.6936 1.0949
H 4.2156 0.1695 -0.2039
H 2.6819 -0.1285 -0.3833
O 3.3210 0.3295 0.2155
H -1.0865 -1.0407 2.9909
H -2.0905 -2.0033 3.3652
O -1.9011 -1.4769 2.6745
H -2.3289 -2.0556 -3.2361
H -0.7972 -2.2207 -2.8227
O -1.7315 -2.6703 -3.0863
H -0.5486 0.6004 -2.8120
H -0.1127 1.2014 -4.1982
O -0.9195 1.0922 -3.6151
H -1.8960 -3.4817 -0.0820
H -2.5019 -3.2832 -1.4617
O -2.1650 -3.9304 -0.8381
H 0.3299 -3.0855 -0.5916
H 0.6281 -1.6586 -1.2810
O 1.1055 -2.5639 -0.9527
H -2.4514 0.1289 -2.4849
H -2.5258 -0.3082 -3.9099
O -2.8556 -0.4671 -3.0712
*
```

Summary:
- Energy relative to the best compared isomer or geometry (same formula, charge and spin): 0.872 eV
- F_max: 9.716 eV/Å
- Calculated total energy: -1391.1759 a.u.
- Highest occupied orbital energy: -7.13 eV

natural (NBO) atomic charge list, values in e, 4 entries: -0.960 0.912 -0.709 -0.863

# CH32O15

A 15-piece molecular cluster, CH32O15 overall at a distorted geometry (wB97M-V/def2-TZVPD, the Open Molecules 2025 dataset).

```
! wB97M-V def2-TZVPD RIJCOSX def2/J DEFGRID3
* xyz 0 1
O -2.2018 2.0207 -0.2032
H -2.7338 2.2287 -0.9152
H -1.6798 2.6937 0.0178
H -1.6878 1.3167 -0.6542
C -0.2488 -0.2633 -0.2132
O -0.6988 0.1977 -1.4892
H -0.0388 -1.2543 -0.0772
H -0.8358 0.0847 0.6088
H 0.8292 0.3607 -0.0802
O -1.2558 1.4397 2.8888
H -2.0148 1.9977 3.0508
H -1.4418 0.5697 2.8428
O 3.5322 0.0937 1.6118
H 2.9722 0.7977 1.9458
H 2.8672 -0.5073 1.7418
O -1.7908 -2.0713 2.7338
H -1.5128 -2.4743 1.9128
H -1.1218 -2.2203 3.3888
O -0.5568 -4.1663 0.7338
H -0.8028 -4.9593 1.1758
H -1.1338 -3.8743 0.0338
O -2.6988 -1.5393 -1.4742
H -2.7128 -2.0913 -2.2192
H -1.9838 -0.9783 -1.5182
O 1.6132 1.6327 2.6758
H 1.5392 2.2587 1.9108
H 0.6872 1.3437 2.8378
O 2.0332 1.7537 -2.0442
H 1.7612 2.1827 -2.8352
H 1.3012 1.1067 -1.8852
O -3.6508 -0.7223 0.8428
H -3.5978 -1.1733 1.6688
H -3.6138 -1.3333 0.0488
O 0.7942 -0.9623 -3.3212
H 1.6752 -0.4753 -3.6192
H 0.4712 -0.6123 -2.4002
O 1.7672 3.1147 0.1958
H 0.8572 3.6557 0.0858
H 2.0652 2.7737 -0.6632
O 1.7732 -2.3123 1.5668
H 2.2752 -3.1373 1.2208
H 1.2822 -1.9473 0.8478
O 4.0742 -0.1513 -1.0332
H 3.6872 0.1047 -0.1582
H 3.6672 0.4037 -1.7522
O -0.9648 1.8457 -3.5872
H -1.9178 1.9497 -3.5442
H -0.6288 1.2997 -2.9032
*
```

Summary:
- Energy relative to the best compared isomer or geometry (same formula, charge and spin): 0.000 eV
- F_max: 6.668 eV/Å
- Calculated total energy: -1185.7159 a.u.
- Highest occupied orbital energy: -9.66 eV

natural (NBO) atomic charge list, values in e, 4 entries: -0.713 0.532 0.523 0.561